Below is a structure of composition C28H40INO2Pt, with properties calculated with ωB97M-V/def2-TZVPD.

CARTESIAN COORDINATES (ANGSTROEM)
Pt  0.04528  2.13195  -2.22565
C  2.72686  -3.42719  1.05846
C  3.30575  -2.11955  1.61856
C  2.68615  -1.83781  2.99794
C  4.81461  -2.30155  1.79058
C  2.96001  -0.95754  0.69050
C  1.63490  -0.74232  0.35282
C  1.28376  0.33014  -0.45968
N  0.03323  0.70598  -0.87083
C  -1.22471  0.35518  -0.46935
C  -1.57933  -0.45789  0.61128
C  -2.90662  -0.71337  0.87383
C  -3.89519  -0.15104  0.03199
C  -3.62145  0.69527  -1.01610
C  -2.25077  0.98737  -1.25880
O  -1.89377  1.83380  -2.19649
C  -4.71958  1.30858  -1.88370
C  -4.68338  2.84311  -1.78843
C  -6.10989  0.84726  -1.44279
C  -4.51537  0.86947  -3.34503
C  -3.34692  -1.57269  2.05288
C  -4.21256  -0.71837  2.99369
C  -2.16080  -2.11661  2.85115
C  -4.16925  -2.76434  1.54081
C  2.31714  1.17267  -1.01613
O  1.97354  2.10060  -1.87703
C  3.67461  0.97415  -0.65299
C  3.94511  -0.08087  0.19405
C  4.77455  1.87172  -1.21855
C  6.14386  1.52532  -0.62810
C  4.84892  1.67359  -2.74427
C  4.48681  3.34855  -0.89709
H  3.00885  -4.26066  1.70534
H  3.11387  -3.62559  0.05671
H  1.63752  -3.40419  1.00335
H  2.93920  -2.63965  3.69584
H  1.59804  -1.77033  2.93583
H  3.06028  -0.89561  3.40437
H  5.00191  -3.15995  2.43757
H  5.27865  -1.43019  2.25671
H  5.30444  -2.49130  0.83292
H  0.87534  -1.42689  0.69195
H  -0.81238  -0.85605  1.25066
H  -4.92848  -0.38378  0.24184
H  -4.81581  3.16805  -0.75335
H  -5.49967  3.26005  -2.38238
H  -3.74749  3.25047  -2.16427
H  -6.33513  1.15937  -0.41985
H  -6.22339  -0.23731  -1.51433
H  -6.85416  1.30064  -2.09871
H  -3.55983  1.21729  -3.73334
H  -5.30883  1.28692  -3.96858
H  -4.55131  -0.21971  -3.42580
H  -3.65141  0.14598  3.35505
H  -4.52561  -1.31176  3.85576
H  -5.11001  -0.35274  2.49216
H  -1.53107  -1.31433  3.24202
H  -1.54415  -2.78649  2.24593
H  -2.53317  -2.68830  3.70283
H  -5.07096  -2.44279  1.01757
H  -4.47565  -3.38926  2.38281
H  -3.57808  -3.37697  0.85692
H  4.97215  -0.25128  0.47163
H  6.46159  0.51486  -0.89616
H  6.15166  1.62154  0.46046
H  6.88398  2.21934  -1.02831
H  5.07555  0.63197  -2.98376
H  5.64216  2.30203  -3.15597
H  3.91233  1.94825  -3.22670
H  4.38579  3.49656  0.18103
H  3.57985  3.70010  -1.38362
H  5.32042  3.96060  -1.24769
I  0.08753  3.91754  -4.06198

Properties
HOMO (spin up / spin down) in eV: -7.409 / -7.848
Total charge: 0
E in Ha: -1713.2099
E_LUMO (spin up / spin down) in hartree: 0.01274 / -0.10455
Spin multiplicity: 3
Orbital gap (spin up / spin down) in eV: 7.76 / 5.00